Record 1
Computed, not measured: a structure of composition C14H14BrO3Tl in a non-equilibrium geometry, with the ωB97M-V functional and the def2-TZVPD basis.

```
33
C14H14BrO3Tl the ωB97M-V functional and the def2-TZVPD basis
Tl 0.000 0.000 0.000
C -0.973 3.545 1.558
C -1.032 2.057 1.869
C -2.068 1.747 2.942
O -1.374 1.302 0.696
C 0.325 1.520 2.366
O 0.925 2.196 3.248
O 0.662 0.448 1.784
H -1.915 3.890 1.117
H -0.185 3.758 0.827
H -0.772 4.144 2.453
H -3.073 2.021 2.600
H -1.863 2.279 3.877
H -2.098 0.673 3.162
H -1.365 1.988 -0.178
Br -1.823 0.413 -1.668
C -1.297 -0.678 -3.103
C -2.026 -0.774 -4.283
C -1.563 -1.610 -5.301
C -0.381 -2.341 -5.133
C 0.354 -2.243 -3.938
C 1.546 -2.946 -3.701
C 2.223 -2.797 -2.486
C 1.718 -1.947 -1.499
C 0.536 -1.242 -1.718
C -0.130 -1.394 -2.924
H -2.943 -0.208 -4.417
H -2.124 -1.694 -6.230
H -0.037 -2.987 -5.937
H 1.953 -3.611 -4.458
H 3.145 -3.344 -2.309
H 2.242 -1.830 -0.555
H 1.583 -0.915 0.352
```

As for the LUMO energy: -0.01525 hartree. The energy is -95615.7972 eV. The value obtained for the frontier orbital gap is 0.22989 hartree. Its HOMO energy is -0.2451 hartree.

---

Record 2
Computed, not measured: a cluster of 5 separate species, C14H14Cl4O9 in total in a non-equilibrium geometry, with the ωB97M-V functional and the def2-TZVPD basis.

```
41
C14H14Cl4O9 the ωB97M-V functional and the def2-TZVPD basis
C 0.565 -0.109 -3.374
C 1.356 -0.615 -2.402
C 2.816 -0.420 -2.305
O 3.501 -0.888 -1.453
C 3.276 0.300 -3.436
C 2.538 0.855 -4.399
C 1.039 0.787 -4.406
O 0.362 1.484 -5.082
O 3.074 1.450 -5.481
O 0.834 -1.549 -1.522
H -0.470 -0.405 -3.461
H 4.352 0.319 -3.524
H 2.402 1.774 -6.085
H 1.418 -1.805 -0.804
C -1.326 0.867 5.219
C -0.741 0.681 3.991
C 0.698 0.876 3.626
O 1.284 0.609 2.600
C 1.394 1.391 4.814
C 0.917 1.716 6.012
C -0.501 1.325 6.372
O -1.029 1.404 7.468
O 1.671 2.495 6.877
O -1.452 0.235 2.917
H -2.387 0.780 5.398
H 2.427 1.706 4.792
H 1.298 2.694 7.739
H -0.985 0.077 2.093
O -2.420 2.500 -0.132
H -2.828 1.702 0.204
H -1.540 2.497 0.243
C -0.659 -4.016 -3.856
Cl -0.020 -3.179 -5.341
Cl 0.754 -4.640 -2.940
H -1.151 -3.217 -3.301
H -1.379 -4.787 -4.128
C -3.826 -1.069 -0.473
Cl -2.494 -1.115 -1.778
Cl -5.105 0.153 -0.795
H -4.330 -2.029 -0.355
H -3.331 -0.837 0.470
```

Its SMILES is O=C1C=C(O)C(=O)C=C1O.O=C1C=C(O)C(=O)C=C1O.ClCCl.ClCCl.O. As for the LUMO energy: -0.06948 hartree. The energy is -83259.0259 eV. The value obtained for the frontier orbital gap is 0.27986 hartree. Its HOMO energy is -0.3493 hartree.